# 1
A structure of composition C22H35AlBrClCsF2NaO9, computed with the ωB97M-V functional and the def2-TZVPD basis.

Frontier orbital gap ... 1.50 eV
LUMO energy ... -4.758 eV

Geometry (Å):
C (7.11096, 1.61364, 3.20529)
C (6.36857, 1.52900, 2.23078)
C (5.51959, 1.01209, 1.03773)
O (4.12479, 1.01525, 1.51600)
C (3.36905, 0.44445, 0.50376)
O (3.31052, 0.98496, -0.57560)
C (2.60688, -0.91090, 0.71098)
C (1.02979, -0.53329, 0.87791)
C (0.33091, -1.08421, 2.22400)
C (0.64268, -2.69237, 2.37018)
C (-1.27714, -0.80159, 2.02709)
C (-1.95824, -0.03728, 3.28326)
C (-2.06487, 1.52237, 3.11365)
C (-2.10389, 2.20080, 1.84914)
C (-0.75423, 2.77477, 1.28908)
C (-3.38586, 2.37486, 0.97141)
H (7.61455, 1.47142, 4.18395)
H (5.78104, -0.06238, 0.81319)
H (5.66495, 1.67050, 0.14624)
H (2.70213, -1.48150, -0.30239)
H (3.04453, -1.55954, 1.55522)
H (0.94382, 0.58629, 0.90064)
H (0.45346, -0.93841, -0.04166)
H (0.69557, -0.52720, 3.13359)
H (1.07824, -3.15353, 1.42981)
H (-0.31491, -3.28963, 2.58101)
H (1.33995, -2.94292, 3.21631)
H (-1.42940, -0.27368, 1.00239)
H (-1.80525, -1.84530, 1.93549)
H (-3.06452, -0.44471, 3.36951)
H (-1.46837, -0.32876, 4.25299)
H (-2.12561, 2.19319, 4.01886)
H (-0.50425, 2.11749, 0.39918)
H (-0.82881, 3.81977, 0.88335)
H (0.05441, 2.66275, 2.06454)
H (-4.28546, 2.70184, 1.54987)
H (-3.17498, 3.03985, 0.09020)
H (-3.63722, 1.34058, 0.56128)
Al (3.91103, 1.39957, -2.77322)
Br (1.22769, 2.20794, -3.13332)
O (5.35853, -1.10388, -4.96937)
H (4.50635, -0.69420, -5.14347)
F (-5.40325, 4.35402, -0.70212)
C (-5.40796, 4.21173, -2.04268)
C (-6.54200, 3.72781, -2.66873)
C (-6.54725, 3.58578, -4.05051)
C (-5.41581, 3.91906, -4.78684)
C (-4.28129, 4.39956, -4.14422)
C (-4.27818, 4.55252, -2.76374)
H (-7.41085, 3.46581, -2.07728)
H (-7.43240, 3.21489, -4.55307)
H (-5.41973, 3.80358, -5.86436)
H (-3.39875, 4.65507, -4.71813)
H (-3.40583, 4.93390, -2.24684)
O (4.75357, -4.60526, -4.58296)
Cl (4.36566, -3.95945, -3.36379)
O (5.53590, -3.48099, -2.66595)
O (3.65205, -4.89431, -2.51416)
O (3.48412, -2.83416, -3.65985)
Na (1.74192, -2.82056, 0.06976)
C (-2.38332, -5.35246, 1.05774)
C (-2.50345, -5.84770, -0.39400)
O (-1.68239, -5.13103, -1.11939)
H (-2.66205, -4.30391, 1.14755)
H (-3.05697, -5.92773, 1.70597)
H (-1.36610, -5.47523, 1.45138)
H (-3.58410, -5.80937, -0.63197)
H (-2.33049, -6.97324, -0.34175)
Cs (-3.01132, -2.73770, 1.89930)
O (7.24329, 4.87488, 2.12874)
H (6.82063, 4.80500, 1.26532)
H (7.49637, 3.96486, 2.32211)
F (-2.17703, -8.29344, -1.51436)



# 2
A structure of composition C22H35BN5O3STc, computed with the ωB97M-V functional and the def2-TZVPD basis.

Frontier orbital gap (alpha / beta) ... 6.42 / 6.70 eV
2S+1 ... 2
Total charge ... -1
LUMO energy (alpha / beta) ... 2.465 / 2.465 eV
Energy relative to the best compared isomer or geometry (same formula, charge and spin) ... 1.301 eV

Geometry (Å):
Tc (0.74054, 0.52476, 0.02373)
C (-0.57156, 2.48001, -2.55602)
N (-0.41857, 2.62175, -1.12425)
C (0.46806, 3.73649, -0.79975)
C (-1.64513, 2.76955, -0.39167)
C (-2.48444, 3.84864, -0.62452)
C (-3.58540, 4.10269, 0.17304)
C (-3.78011, 3.30658, 1.29092)
C (-2.95417, 2.23198, 1.53589)
C (-1.91800, 1.85950, 0.65514)
N (-1.17680, 0.69902, 0.80880)
C (-1.79705, -0.35914, 1.43244)
C (-3.20137, -0.51998, 1.46788)
C (-3.82328, -1.46468, 2.25352)
C (-3.07160, -2.33671, 3.02806)
C (-1.69794, -2.32712, 2.85876)
C (-1.06063, -1.39618, 2.05703)
N (0.33100, -1.56934, 1.75840)
C (0.52440, -2.71188, 0.88137)
C (1.21959, -1.52078, 2.90302)
H (-1.06279, 3.34576, -3.02645)
H (-1.16193, 1.59252, -2.77822)
H (0.42379, 2.37262, -2.98352)
H (0.08612, 4.69018, -1.18931)
H (1.45089, 3.53616, -1.21986)
H (0.55856, 3.79907, 0.28279)
H (-2.27426, 4.51740, -1.44956)
H (-4.24616, 4.93014, -0.04434)
H (-4.58442, 3.52626, 1.97931)
H (-3.10176, 1.65670, 2.43758)
H (-3.81160, 0.13226, 0.85966)
H (-4.90352, -1.52013, 2.27199)
H (-3.54253, -3.03150, 3.70839)
H (-1.10026, -3.07357, 3.36409)
H (1.39222, -3.29991, 1.23562)
H (1.56336, -1.69404, -0.50427)
H (-0.36372, -3.36230, 0.90606)
H (1.12530, -2.40085, 3.55817)
H (1.00193, -0.62516, 3.48048)
H (2.24770, -1.44693, 2.55380)
C (1.04607, -2.40482, -2.83144)
C (0.70202, -3.19280, -1.56434)
C (-0.67531, -3.85134, -1.71687)
C (1.77612, -4.28012, -1.36634)
N (0.69124, -2.22253, -0.47476)
H (1.10984, -3.06154, -3.69812)
H (2.00507, -1.91332, -2.68939)
H (0.28875, -1.64550, -3.01955)
H (-0.73319, -4.35027, -2.68119)
H (-1.45875, -3.09986, -1.65875)
H (-0.84105, -4.59180, -0.93708)
H (1.83703, -4.91928, -2.24520)
H (1.53938, -4.90453, -0.50702)
H (2.74799, -3.81376, -1.20856)
C (2.75380, 0.52015, -3.73688)
S (3.29809, 0.92294, -2.03791)
O (4.68861, 0.53208, -1.99557)
O (3.00406, 2.32972, -1.87923)
O (2.46153, 0.04540, -1.16860)
H (3.09834, 1.32486, -4.37318)
H (1.67680, 0.46003, -3.74316)
H (3.20917, -0.41679, -4.02518)
B (2.91590, 2.71987, 3.48162)
C (2.24737, 2.05187, 2.25534)
N (1.64431, 1.53285, 1.40538)
H (2.80525, 3.91214, 3.36879)
H (4.07287, 2.38937, 3.53656)
H (2.29426, 2.30713, 4.43641)



# 3
A cluster of 7 separate species, C22H35Cl12O4PS in total, computed with the ωB97M-V functional and the def2-TZVPD basis.

Frontier orbital gap ... 2.86 eV
Total charge ... -2
LUMO energy ... 2.832 eV

Geometry (Å):
C (-5.76197, -1.57318, 0.33615)
C (-4.92255, -0.72207, 0.46077)
C (-3.84087, 0.23507, 0.43280)
P (-2.55551, 0.14990, 1.95226)
O (-3.45995, -1.22017, 2.61145)
C (-1.61872, 1.68227, 1.26769)
O (-2.03877, 2.14994, -0.02778)
C (-1.30034, 3.26544, -0.45049)
C (-0.24217, 2.88360, -1.50096)
C (-1.52072, -1.15795, 0.93796)
S (-0.33062, -0.64094, -0.33434)
C (1.22607, -0.52709, 0.58096)
C (1.66467, -1.83528, 1.24204)
C (-3.66605, 1.29076, 3.06186)
O (-3.70778, 0.98810, 4.28365)
O (-4.30374, 2.25217, 2.55326)
C (-1.29844, 0.00170, 3.47204)
C (-0.60176, 1.08711, 4.00684)
C (0.29168, 0.96953, 5.06924)
C (0.52351, -0.25557, 5.69048)
C (-0.18860, -1.34555, 5.20244)
C (-1.05844, -1.21230, 4.12036)
H (-6.53431, -2.27858, 0.50670)
H (-4.32328, 1.21135, 0.38402)
H (-3.32162, 0.09142, -0.51788)
H (-3.05429, -2.05697, 2.37138)
H (-0.52301, 1.62742, 1.35528)
H (-1.88054, 2.49463, 1.95444)
H (-0.77652, 3.72037, 0.39220)
H (-2.00338, 3.99620, -0.86286)
H (0.68104, 2.56806, -1.02354)
H (-0.06543, 3.74317, -2.15444)
H (-0.65680, 2.08625, -2.11541)
H (-2.23640, -1.77761, 0.39439)
H (-0.98788, -1.86638, 1.57694)
H (1.18509, 0.27101, 1.32399)
H (1.97706, -0.23839, -0.15114)
H (2.75542, -1.82739, 1.34225)
H (1.42263, -2.67513, 0.59175)
H (1.25732, -1.95591, 2.24256)
H (-0.72804, 2.10527, 3.65734)
H (0.81993, 1.84683, 5.43330)
H (1.22088, -0.34359, 6.51471)
H (-0.06745, -2.31714, 5.67343)
H (-1.54196, -2.12468, 3.79926)
C (3.08422, -2.83294, -2.71996)
Cl (4.15066, -2.95055, -1.31361)
Cl (2.13904, -1.34325, -2.71656)
H (3.69864, -2.85335, -3.61326)
H (2.40027, -3.67442, -2.71078)
C (7.01846, -1.11178, -3.77065)
Cl (6.47836, -2.69598, -4.35370)
Cl (5.68131, 0.02692, -3.62380)
H (7.47126, -1.24207, -2.79050)
H (7.73904, -0.71746, -4.47824)
C (-0.69909, 5.70007, 3.34470)
Cl (-1.65528, 6.03813, 1.90140)
Cl (0.30069, 4.24859, 3.19196)
H (-0.04778, 6.54747, 3.52660)
H (-1.37616, 5.55583, 4.17905)
C (-2.05034, -1.04343, -3.90611)
Cl (-3.07920, -1.06971, -5.36960)
Cl (-2.97914, -0.83699, -2.43308)
H (-1.51338, -1.98376, -3.85488)
H (-1.35333, -0.21811, -3.99635)
C (-3.35643, -1.14318, -8.97760)
Cl (-3.27789, 0.22377, -10.10163)
Cl (-4.91757, -1.96750, -9.06372)
H (-2.57700, -1.84920, -9.23672)
H (-3.20787, -0.77600, -7.96929)
C (7.72280, -2.19441, 0.72681)
Cl (7.68063, -0.91960, -0.50322)
Cl (6.18310, -3.03818, 0.82630)
H (8.49971, -2.90101, 0.45998)
H (7.93493, -1.74363, 1.68911)